Record 1
Entry from OMol25: 4 unconnected molecules or ions with the total composition C11H30O5 at a distorted geometry (the ωB97M-V functional and the def2-TZVPD basis).

```
46
Properties=species:S:1:pos:R:3
C 5.509 7.158 -15.646
C 5.224 5.732 -15.198
C 5.859 4.654 -16.115
O 5.654 5.501 -13.843
H 4.647 7.804 -15.442
H 5.574 7.258 -16.730
H 6.360 7.596 -15.127
H 4.158 5.504 -15.184
H 5.123 3.892 -16.384
H 6.576 4.082 -15.522
H 6.297 5.026 -17.038
H 6.618 5.508 -13.827
C 10.593 9.445 -9.438
C 9.105 9.137 -9.327
C 8.268 10.426 -9.508
O 8.731 8.160 -10.247
H 10.859 10.116 -8.623
H 10.940 9.843 -10.393
H 11.128 8.497 -9.324
H 9.017 8.820 -8.276
H 7.225 10.286 -9.196
H 8.106 10.656 -10.566
H 8.688 11.286 -8.990
H 7.768 8.047 -10.219
C 3.762 2.849 -12.493
C 4.900 2.799 -11.475
C 6.239 2.513 -12.133
O 4.867 4.061 -10.778
H 3.693 1.856 -12.957
H 4.068 3.551 -13.267
H 2.783 2.961 -12.036
H 4.758 2.029 -10.713
H 6.912 1.828 -11.608
H 6.839 3.423 -12.215
H 6.142 2.049 -13.118
H 4.356 4.669 -11.328
C 4.074 7.861 -12.091
C 4.614 7.832 -10.652
O 5.944 7.360 -10.558
O 3.590 6.572 -12.459
H 4.854 8.147 -12.799
H 3.174 8.483 -12.117
H 3.988 7.193 -10.019
H 4.555 8.826 -10.204
H 5.954 6.395 -10.579
H 4.152 6.198 -13.163
```

Computed properties:
SMILES: CC(C)O.CC(C)O.CC(C)O.OCCO
Relative energy (zero: lowest compared OMol25 entry of this formula, charge and spin) (kcal/mol): 6.4
Lowest unoccupied orbital energy (eV): 0.7
Energy (eV): -22129.932
Orbital gap (eV): 10.30

Atomic charges from the Mulliken analysis, expressed in e, are listed below: -1.30, 0.54, -1.18, -0.41, 0.32, 0.45, 0.26, 0.35, 0.31, 0.24, 0.38, 0.23, -1.44, 0.82, -1.25, -0.49, 0.39, 0.36, 0.34, 0.11, 0.29, 0.33, 0.37, 0.34, -1.38, 0.64, -1.15, -0.60, 0.45, 0.25, 0.37, 0.37, 0.35, 0.18, 0.29, 0.26, -0.18, -0.56, -0.55, -0.57, 0.15, 0.30, 0.32, 0.41, 0.20, 0.10

Record 2
Entry from OMol25: a molecular structure, C11H31AlClIOP2 at a distorted geometry (the ωB97M-V functional and the def2-TZVPD basis).

```
48
Properties=species:S:1:pos:R:3
C -1.438 0.041 -1.571
I 2.755 0.147 0.153
H -1.640 -0.021 -2.649
H -1.973 0.929 -1.223
H -1.958 -0.815 -1.125
Al 0.535 0.086 -1.376
P 0.612 2.582 -0.960
C 0.290 3.446 0.620
C 2.230 3.295 -1.456
H 2.100 4.347 -1.747
H -0.269 4.464 -2.234
H 2.615 2.723 -2.307
H -0.377 2.915 -3.131
H 0.945 3.028 1.393
H 2.940 3.210 -0.627
C -0.508 3.397 -2.155
H 0.474 4.526 0.526
H -1.550 3.268 -1.842
H -0.746 3.279 0.936
P 0.526 -2.421 -0.945
C 0.083 -3.319 0.590
C -0.598 -3.203 -2.160
H 2.550 -2.563 -2.256
H 2.023 -4.188 -1.710
H 2.845 -3.054 -0.573
C 2.147 -3.137 -1.413
H -0.464 -2.709 -3.127
H -0.370 -4.271 -2.255
H 0.087 -4.407 0.423
H -0.920 -3.017 0.921
H -1.637 -3.071 -1.841
H 0.790 -3.072 1.391
Cl 1.275 0.029 -3.413
C -2.869 -0.389 1.810
C -1.857 0.731 1.830
O -0.504 0.306 1.881
C -0.155 -0.443 3.056
C 1.355 -0.466 3.157
H -2.787 -0.991 0.899
H -3.876 0.036 1.810
H -2.773 -1.024 2.695
H -1.924 1.297 0.896
H -2.073 1.403 2.677
H -0.607 0.004 3.959
H -0.556 -1.466 2.955
H 1.782 0.516 2.938
H 1.682 -0.795 4.147
H 1.787 -1.163 2.434
```

Computed properties:
Total charge: +2
Lowest unoccupied orbital energy (spin up / spin down) (eV): -10.8 / -11.0
Energy (eV): -59740.494
Orbital gap (spin up / spin down) (eV): 5.28 / 5.09

Atomic charges from the Mulliken analysis, expressed in e, are listed below: -1.11, 0.34, 0.51, 0.43, 0.26, 0.74, 0.62, -1.15, -1.22, 0.47, 0.49, 0.36, 0.37, 0.32, 0.41, -1.29, 0.49, 0.36, 0.31, 0.65, -1.16, -1.31, 0.34, 0.47, 0.40, -1.23, 0.34, 0.51, 0.51, 0.28, 0.39, 0.31, -0.24, -1.21, -0.16, -0.05, -0.32, -1.09, 0.14, 0.41, 0.38, 0.08, 0.41, 0.47, 0.26, 0.28, 0.41, 0.04

Record 3
Entry from OMol25: a molecular structure, C11H31CaNO5 at a distorted geometry (the ωB97M-V functional and the def2-TZVPD basis).

```
49
Properties=species:S:1:pos:R:3
Ca -6.119 21.503 10.260
C -5.281 20.081 13.515
O -5.732 20.832 12.438
H -5.270 19.031 13.223
H -4.265 20.255 13.869
H -5.927 20.180 14.387
H -5.922 21.585 13.002
C -3.979 18.982 10.815
O -4.192 20.139 9.997
H -4.891 18.638 11.303
H -3.516 18.158 10.274
H -3.311 19.498 11.505
H -3.323 20.348 9.647
C -8.315 18.886 11.535
O -8.140 20.292 11.319
C -9.350 21.015 11.449
C -8.930 22.432 11.405
N -8.102 22.797 10.180
C -7.717 24.211 10.177
C -6.572 24.443 9.138
O -5.762 23.298 8.822
C -4.866 23.536 7.734
H -8.587 18.739 12.581
H -7.331 18.418 11.529
H -9.032 18.473 10.826
H -9.862 20.805 12.389
H -10.018 20.612 10.688
H -8.543 22.788 12.360
H -9.854 23.001 11.300
H -8.800 22.863 9.453
H -7.207 24.478 11.103
H -8.584 24.826 9.935
H -6.109 25.382 9.439
H -6.991 24.757 8.182
H -5.380 23.602 6.775
H -4.130 22.736 7.650
H -4.430 24.535 7.773
C -3.460 25.043 11.521
C -3.622 23.582 11.175
C -2.770 22.538 11.933
O -4.970 23.212 11.390
H -4.440 25.510 11.417
H -2.691 25.618 11.005
H -3.277 25.123 12.593
H -3.583 23.384 10.103
H -1.734 22.842 11.784
H -2.908 21.549 11.496
H -3.028 22.720 12.976
H -5.208 23.587 12.240
```

Computed properties:
Total charge: +2
Relative energy (zero: lowest compared OMol25 entry of this formula, charge and spin) (kcal/mol): 0.0
Lowest unoccupied orbital energy (eV): -5.6
Energy (eV): -42061.948
Orbital gap (eV): 11.07

Atomic charges from the Mulliken analysis, expressed in e, are listed below: 1.86, -1.20, 0.13, 0.38, 0.36, 0.38, 0.08, -0.49, -0.63, -0.05, 0.33, 0.33, 0.28, -0.86, -0.15, -0.80, -0.63, -0.40, -0.88, -0.68, -0.29, -1.02, 0.36, 0.20, 0.33, 0.40, 0.45, 0.31, 0.51, 0.25, 0.22, 0.53, 0.38, 0.70, 0.28, 0.37, 0.39, -1.29, 0.28, -0.76, 0.01, 0.32, 0.37, 0.38, 0.18, 0.51, -0.23, 0.35, 0.15

Record 4
Entry from OMol25: a molecular structure, C11H31ClGdIOP2 at a distorted geometry (the ωB97M-V functional and the def2-TZVPD basis).

```
48
Properties=species:S:1:pos:R:3
C 0.537 3.929 -0.501
I 0.612 4.954 -2.236
H -0.039 4.885 -0.338
H 1.602 3.604 -0.563
H 0.373 3.673 0.576
Gd -0.876 -1.011 -0.492
P 2.824 0.815 -0.985
C 4.203 -0.404 -0.908
C 2.909 1.249 -2.796
H 3.945 1.545 -2.986
H 4.740 2.327 -0.917
H 2.238 2.105 -3.012
H 3.238 3.209 -0.501
H 4.064 -1.191 -1.652
H 2.628 0.374 -3.410
C 3.787 2.274 -0.367
H 5.178 0.090 -1.049
H 3.984 2.152 0.702
H 4.184 -0.867 0.102
P -3.237 0.267 0.124
C -4.320 -1.051 0.735
C -3.638 1.761 1.076
H -3.368 1.596 -1.903
H -4.978 1.000 -1.388
H -3.831 -0.082 -2.242
C -3.922 0.733 -1.511
H -3.054 2.616 0.718
H -4.703 1.990 0.973
H -5.366 -0.749 0.623
H -4.090 -1.241 1.791
H -3.399 1.624 2.138
H -4.145 -1.985 0.181
Cl -0.520 1.408 -0.757
C -0.565 -3.743 -0.732
C -0.298 -3.489 0.754
O 0.253 -2.147 0.957
C 1.179 -1.886 2.072
C 0.418 -1.841 3.400
H -1.599 -3.448 -1.040
H -0.513 -4.827 -0.816
H 0.175 -3.348 -1.440
H -1.243 -3.573 1.290
H 0.379 -4.210 1.232
H 1.935 -2.658 2.076
H 1.613 -0.923 1.824
H -0.168 -2.769 3.522
H 1.128 -1.760 4.221
H -0.255 -0.976 3.455
```

Computed properties:
Total charge: +2
Relative energy (zero: lowest compared OMol25 entry of this formula, charge and spin) (kcal/mol): 103.4
Lowest unoccupied orbital energy (spin up / spin down) (eV): -6.7 / -8.7
Multiplicity: 8
Energy (eV): -73973.063
Orbital gap (spin up / spin down) (eV): 7.01 / 3.39

Atomic charges from the Mulliken analysis, expressed in e, are listed below: -1.04, 0.30, 0.35, 0.15, 0.52, 0.38, 0.61, -1.15, -1.03, 0.36, 0.40, 0.23, 0.45, 0.39, 0.36, -1.45, 0.40, 0.34, 0.29, 0.61, -1.12, -1.12, 0.35, 0.41, 0.36, -1.13, 0.30, 0.39, 0.39, 0.37, 0.35, 0.35, -0.08, -1.40, -0.38, 0.07, -0.14, -1.10, 0.43, 0.40, 0.46, 0.36, 0.56, 0.35, 0.09, 0.33, 0.41, 0.28